Entry from OMol25: a cluster of 2 separate species, C2H4N2O2 in total (ωB97M-V with the def2-TZVPD basis set).

The value obtained for the molecular weight is 88.07 g/mol. The value obtained for the strongest force on any atom is 4.3 eV/A.

CARTESIAN COORDINATES (ANGSTROEM)
O 0.399 -1.764 0.141
O -1.166 1.009 -1.077
N 0.900 0.012 -1.544
N -0.147 -0.694 0.317
C -0.313 0.195 -0.848
C 0.054 0.424 2.145
H 1.078 0.233 -2.525
H 1.537 -0.728 -1.139
H -0.022 -0.313 2.906
H -0.796 1.061 2.005


Entry from OMol25: the ion C3H8NO3 with charge +1 (ωB97M-V with the def2-TZVPD basis set).

The value obtained for the molecular weight is 106.10 g/mol. As for the SMILES: OC1(O)[NH2+]CCO1. The value obtained for the strongest force on any atom is 5.2 eV/A. As for the total charge: +1.

CARTESIAN COORDINATES (ANGSTROEM)
O 2.208 0.169 -0.914
O 1.660 -0.334 1.182
O 0.451 -1.340 -0.585
N 0.179 1.016 -0.044
C -0.902 -1.069 -0.130
C 1.250 -0.136 -0.069
C -1.077 0.428 0.165
H -1.635 -1.547 -0.721
H 0.168 1.472 -0.908
H -0.972 -1.578 0.864
H -1.821 0.984 -0.455
H -1.564 0.622 1.228
H 0.590 1.725 0.619
H 0.977 -0.775 1.782
H 2.997 -0.383 -1.062


The evaluated relative energy (zero: lowest compared OMol25 entry of this formula, charge and spin) for the records listed, in turn: 757.2 162.1 kJ/mol.
The evaluated calculated total energy for the records listed, in turn: -9207.3753 -10865.2212 eV.